[1]
This record from the OMol25 dataset describes a structure of composition H28O14. The level of theory is wB97M-V/def2-TZVPD.

```
42
Properties=species:S:1:pos:R:3:forces:R:3
O 2.088 1.945 0.769 1.7 2.4 1.3
H 1.669 1.502 0.066 -0.8 -1.0 -1.7
H 2.171 2.913 0.561 0.4 -1.6 -0.1
O -3.323 -0.230 0.771 -3.8 3.2 -1.2
H -4.030 0.230 0.220 1.3 0.0 1.5
H -3.403 -1.035 0.359 0.6 -3.8 -1.1
O 0.362 -0.295 0.094 -0.6 -0.3 0.8
H 0.287 0.263 -0.698 -0.1 -0.1 0.7
H -0.403 -0.134 0.705 1.1 0.1 -0.9
O 1.403 1.164 -1.919 2.4 1.5 0.1
H 0.811 1.139 -2.712 0.5 0.1 0.1
H 2.203 1.768 -2.047 -1.7 -1.4 0.0
O 3.292 -2.177 0.299 -0.3 0.6 0.8
H 2.666 -1.862 -0.384 0.5 -0.4 0.5
H 2.691 -2.215 1.170 3.7 -0.8 -2.6
O -1.611 0.487 2.188 2.1 -0.6 -4.0
H -1.827 0.656 3.031 -1.5 0.9 4.7
H -2.418 0.303 1.619 1.0 0.3 1.2
O 2.093 -1.625 -2.091 5.1 -3.3 -0.5
H 1.851 -0.753 -2.184 -0.3 3.5 -0.4
H 3.109 -1.736 -2.268 -3.0 0.6 0.5
O 0.022 2.977 1.790 -3.1 0.3 2.9
H 0.648 2.797 1.123 1.1 -1.3 -0.3
H -0.187 2.164 2.352 1.0 1.4 -1.6
O -2.015 -0.557 -1.467 -0.3 1.6 0.0
H -2.676 -0.121 -2.016 -0.4 -0.5 -0.5
H -1.916 0.176 -0.798 0.5 -1.0 -0.4
O -0.056 -2.568 -2.130 -4.0 -2.8 -2.3
H -0.508 -1.776 -1.989 -2.1 1.6 0.2
H 0.687 -2.340 -1.696 4.4 0.1 2.2
O -1.221 1.809 -0.205 0.2 -4.3 -2.2
H -1.151 2.290 0.550 1.0 1.8 5.0
H -1.570 2.466 -0.704 -1.8 3.0 -3.3
O -0.434 0.894 -3.469 -2.0 3.5 -0.2
H -1.031 0.357 -2.939 0.0 -0.8 0.3
H -0.799 1.850 -3.242 1.1 -2.8 -1.0
O 1.511 -2.381 1.702 -4.4 2.8 1.4
H 0.695 -2.199 2.287 1.8 -0.8 -0.6
H 1.556 -1.495 1.176 -1.2 -1.7 1.0
O -0.522 -1.849 3.864 1.8 -4.0 4.3
H -0.656 -1.050 3.477 -0.6 4.0 -1.5
H -0.060 -1.751 4.786 -1.3 0.1 -2.9
```
Positions in Å, forces in eV/Å.

Calculated values
ΔE to the lowest compared entry with this formula, charge and spin (kcal per mole): 140.3
E_LUMO (eV): -0.8858

[2]
This record from the OMol25 dataset describes a cluster of 2 separate species, C9H14O in total. The level of theory is wB97M-V/def2-TZVPD.

```
24
Properties=species:S:1:pos:R:3:forces:R:3
C -0.891 -0.823 -1.605 -1.1 -0.3 1.1
C -1.784 2.759 -2.210 0.3 -0.6 0.2
C -0.981 3.410 -1.287 -0.8 0.7 0.1
C -1.603 1.391 -2.413 -0.3 1.2 0.3
C -0.786 0.678 -1.534 -0.3 -0.4 -2.1
C 0.009 2.740 -0.581 -0.5 0.3 0.0
C 0.072 1.363 -0.686 0.9 -0.4 -0.6
H -2.592 3.256 -2.735 0.3 0.2 -0.1
H -1.210 4.459 -1.112 0.4 -0.1 0.1
H -2.111 1.016 -3.298 -0.1 -0.8 0.6
H 0.640 3.318 0.082 0.2 -0.2 0.0
H -0.236 -1.444 -2.210 0.5 0.4 0.0
H -1.920 -1.092 -1.890 0.3 0.2 -0.3
H 0.951 0.802 -0.365 -0.4 0.1 0.8
H -0.889 -1.128 -0.554 0.5 -0.5 -0.1
C 1.050 -1.793 2.377 0.5 -0.7 -0.1
C 2.347 -2.637 2.203 0.1 -0.3 2.3
O 0.162 -2.077 3.443 -0.3 -0.9 0.7
H 1.373 -0.831 2.783 -0.1 0.4 -1.5
H 0.529 -1.885 1.419 -0.2 1.0 0.1
H 2.253 -3.676 2.545 -0.4 0.0 -0.4
H -0.293 -2.933 3.428 0.5 0.2 -0.5
H 3.044 -2.243 2.948 0.3 0.0 -0.2
H 2.865 -2.630 1.253 -0.4 0.3 -0.4
```
Positions in Å, forces in eV/Å.

Calculated values
ΔE to the lowest compared entry with this formula, charge and spin (kcal per mole): 34.2
SMILES: Cc1ccccc1.CCO
E_LUMO (eV): 0.8865